54
Properties=species:S:1:pos:R:3:forces:R:3:nbo_charge:R:1 method="wB97M-V/def2-TZVPD" total_charge=0 energy_ev=-38361.6397 smiles="O=C(Nc1ccc(N2CCOCC2)cc1N1CCOCC1)c1cccc([N+](=O)[O-])c1" de_lowest_kj_mol=448.2
O 1.8275 3.3495 0.2106 -0.044 0.075 0.017 -0.608
C 2.2014 2.1981 0.0934 0.028 -0.108 0.027 0.643
N 1.3918 1.1165 0.0307 0.160 -0.355 -0.011 -0.607
C -0.0032 1.0456 0.0046 -0.393 0.166 0.013 0.084
C -0.8379 2.1414 -0.1410 0.287 -0.021 0.056 -0.196
C -2.2053 1.9710 -0.2474 -0.301 -0.258 -0.065 -0.272
C -2.7777 0.6985 -0.2130 0.393 0.200 0.063 0.183
N -4.1512 0.4887 -0.2690 -0.408 -0.047 0.142 -0.441
C -4.6813 -0.5196 -1.1677 -0.316 -0.138 0.050 -0.239
C -6.0471 -0.9779 -0.6542 0.294 -0.178 -0.189 -0.073
O -6.9386 0.1075 -0.5593 -0.111 0.026 -0.112 -0.520
C -6.4231 1.0935 0.3024 0.195 0.331 0.079 -0.070
C -5.0592 1.6122 -0.1683 -0.276 -0.151 0.128 -0.246
C -1.9289 -0.4002 -0.0316 0.103 0.009 -0.056 -0.295
C -0.5619 -0.2432 0.0842 -0.008 0.281 -0.086 0.227
N 0.3450 -1.3216 0.2599 -0.057 -0.011 -0.052 -0.497
C 0.7959 -1.5179 1.6336 0.315 -0.269 0.186 -0.251
C 2.0076 -2.4537 1.6157 -0.116 0.308 0.247 -0.074
O 1.6885 -3.6849 1.0155 -0.017 -0.140 0.054 -0.519
C 1.2252 -3.4935 -0.3019 -0.310 0.004 -0.218 -0.072
C -0.0198 -2.6013 -0.3211 0.336 -0.241 -0.118 -0.247
C 3.6630 1.8546 0.0438 0.433 0.132 -0.011 -0.063
C 4.5618 2.7793 0.5762 -0.173 -0.043 -0.039 -0.148
C 5.9250 2.5386 0.5685 -0.114 -0.051 -0.017 -0.213
C 6.4189 1.3676 0.0222 -0.015 -0.310 -0.181 -0.169
C 5.5241 0.4545 -0.5221 -0.395 1.086 0.536 0.014
N 6.0165 -0.7739 -1.0972 0.129 -0.447 -0.192 0.530
O 7.2153 -0.9109 -1.1968 0.284 -0.072 -0.042 -0.367
O 5.1936 -1.5987 -1.4382 -0.110 -0.248 -0.127 -0.382
C 4.1556 0.6877 -0.5241 0.127 -0.074 -0.018 -0.201
H 1.8026 0.1916 -0.0233 0.052 0.159 -0.015 0.421
H -0.4077 3.1277 -0.1918 0.025 0.044 -0.008 0.252
H -2.8199 2.8451 -0.3863 -0.088 0.074 -0.019 0.217
H -4.0046 -1.3695 -1.2311 -0.032 0.007 -0.016 0.210
H -4.8096 -0.0976 -2.1784 0.043 -0.077 0.010 0.179
H -6.5014 -1.6898 -1.3453 0.067 -0.005 0.050 0.195
H -5.9262 -1.4501 0.3330 0.011 0.009 -0.091 0.165
H -7.1553 1.9023 0.3155 0.071 -0.012 0.050 0.195
H -6.3165 0.6808 1.3176 -0.001 0.070 -0.072 0.165
H -4.6836 2.3194 0.5714 -0.021 0.026 -0.043 0.216
H -5.1816 2.1240 -1.1364 0.036 0.058 0.055 0.178
H -2.3526 -1.3888 0.0479 -0.030 -0.111 0.052 0.213
H 1.0633 -0.5576 2.0778 0.003 -0.021 -0.001 0.215
H 0.0009 -1.9756 2.2449 0.028 0.089 -0.030 0.183
H 2.3337 -2.6814 2.6318 0.012 0.081 -0.052 0.199
H 2.8363 -1.9764 1.0678 -0.040 0.004 0.054 0.161
H 0.9952 -4.4859 -0.6917 0.006 0.070 -0.042 0.197
H 2.0168 -3.0359 -0.9139 -0.080 -0.029 0.012 0.171
H -0.3535 -2.4430 -1.3480 -0.020 -0.046 0.020 0.216
H -0.8169 -3.1062 0.2482 0.004 0.059 -0.054 0.174
H 4.1599 3.6914 0.9915 -0.029 0.070 0.024 0.243
H 6.6042 3.2638 0.9886 0.059 0.048 0.040 0.226
H 7.4752 1.1478 0.0044 0.029 0.000 -0.007 0.250
H 3.5196 -0.0433 -1.0022 -0.026 -0.018 0.018 0.246

***

20
Properties=species:S:1:pos:R:3:forces:R:3:nbo_charge:R:1 method="wB97M-V/def2-TZVPD" total_charge=0 energy_ev=-8579.1944 de_lowest_kj_mol=467.9
B -0.0438 -0.0360 -0.4659 1.263 -0.848 2.411 0.920
C -1.3321 -0.7036 -0.8993 1.067 -0.109 0.801 -0.711
C -2.0140 -1.5253 -0.1117 0.699 0.642 2.290 -0.008
C -0.1972 -1.2957 1.7836 -1.685 2.452 -3.424 -0.600
C -1.5239 -1.8252 1.3719 -2.472 3.195 -1.312 -0.476
C 1.7985 1.3710 0.2721 1.665 0.849 3.241 -0.401
C 1.1471 1.7568 -1.9207 0.560 1.725 3.550 -0.385
N 1.0221 0.8430 -0.7606 -1.762 -0.705 -1.699 -0.742
H -1.7559 -0.5677 -1.8203 -1.004 0.663 -2.486 0.222
H -3.0243 -1.8453 -0.3623 0.244 -0.394 -0.168 0.191
H 0.5638 -1.9806 1.6928 1.761 -1.396 0.078 0.187
H -0.1165 -0.5697 2.5414 0.002 0.642 0.852 0.197
H -2.4938 -1.4904 1.9074 1.762 -0.487 -0.031 0.205
H -1.5100 -2.8372 1.3447 -0.172 -3.490 0.504 0.203
H 2.4199 0.6183 0.8132 -0.868 0.284 -0.150 0.214
H 2.5770 2.1020 -0.0685 -0.945 -0.416 -0.002 0.194
H 1.0707 1.8730 0.9746 1.351 -0.221 -0.196 0.199
H 2.1777 1.6926 -2.2644 -0.405 0.088 -0.727 0.208
H 0.3290 1.5856 -2.4844 -1.928 -0.922 -3.051 0.202
H 0.9055 2.8344 -1.5436 0.868 -1.552 -0.479 0.180

***

16
Properties=species:S:1:pos:R:3:forces:R:3:nbo_charge:R:1 method="wB97M-V/def2-TZVPD" total_charge=+2 energy_ev=-56399.4365
O 0.6126 0.3558 1.8796 -1.208 -0.760 -0.561 -0.970
P -0.4703 -0.1506 0.9016 0.743 0.494 -3.192 2.307
O -1.8607 0.5290 1.3435 0.928 -2.165 -0.554 -0.902
O -0.6801 -1.8297 1.1457 -0.080 2.053 0.100 -0.922
N -0.1039 0.0182 -0.7375 0.151 -0.373 2.072 -1.221
S -0.2700 1.6781 -1.2906 -1.382 4.384 -0.718 2.493
O -1.5645 2.1382 -0.9592 -0.697 -1.876 -0.140 -0.836
O 0.7419 2.5053 -0.7718 1.396 -1.330 -0.525 -0.786
F -0.2165 1.5070 -2.8293 0.545 -0.770 1.539 -0.384
S 1.4207 -0.7218 -1.1938 3.435 -1.647 -2.692 2.455
O 1.2109 -1.7268 -2.1468 -1.648 -0.750 0.792 -0.773
O 2.3749 0.2403 -1.5563 -0.530 1.249 1.396 -0.775
F 1.9261 -1.4454 0.1583 -1.341 1.011 -0.586 -0.467
H -2.5817 -0.1254 1.1698 -0.478 0.852 -0.300 0.560
H 0.0599 -2.2125 1.6682 0.409 -0.718 -1.519 0.529
Hg -0.5993 -0.7596 3.2187 -0.243 0.347 4.887 1.693

***

16
Properties=species:S:1:pos:R:3:forces:R:3:nbo_charge:R:1 method="wB97M-V/def2-TZVPD" total_charge=0 energy_ev=-10886.3302 smiles="C[C@H](O)C=O.NO" de_lowest_kj_mol=410.2
C 1.7713 -1.5895 -0.6756 3.245 -0.603 0.104 -0.664
C 0.7862 -0.4242 -0.6939 -0.764 0.195 1.005 -0.027
O 0.8528 0.4728 0.4533 -1.104 -1.334 -0.393 -0.709
C -0.5589 -1.0635 -0.8883 0.398 0.518 -1.687 0.444
O -1.5106 -0.8815 -0.2156 -1.856 0.536 2.168 -0.555
H 2.8198 -1.2285 -0.3370 -1.853 -0.483 0.011 0.244
H 2.0959 -2.0580 -1.6460 -1.042 0.878 0.330 0.236
H 1.4784 -2.5050 -0.0783 0.056 1.444 -0.175 0.227
H 0.7939 0.2757 -1.5197 0.841 -0.275 -0.930 0.204
H -0.0863 0.6909 0.7043 1.214 -0.209 -0.226 0.487
H -0.7771 -1.5802 -1.8372 0.899 -0.476 -0.198 0.124
N -2.0973 2.1539 1.8561 -0.480 -0.275 -0.507 -0.580
O -3.0064 1.1852 1.2909 2.101 -2.004 -1.761 -0.625
H -1.9008 1.7391 2.7886 -0.594 1.512 -0.479 0.350
H -2.6689 3.0327 1.7612 1.108 -1.239 1.159 0.360
H -2.3664 0.5517 0.7449 -2.171 1.814 1.579 0.482

***

no.,maximum force (eV Å⁻¹)
1,1.3
2,4.5
3,4.9
4,3.4